Entry 1:
One molecule with the formula C4H8O2 in a non-equilibrium geometry, computed with the ωB97M-V functional and the def2-TZVPD basis.

Last column: Löwdin charge in e.
Positions of all 14 atoms, in Å:
C: 0.54224 -0.50968 -1.14918  -0.020
C: -0.57459 -0.06151 -0.24750  -0.507
O: -1.84846 0.27881 -0.74765  0.019
C: -0.60513 -0.64144 1.12093  -0.015
C: 0.11979 0.67720 0.91021  -0.245
O: 1.55218 0.65429 1.01827  -0.067
H: 0.47585 -1.53573 -1.51435  0.087
H: 1.43934 -0.38106 -0.51310  0.077
H: 0.64229 0.20790 -1.97307  0.091
H: -1.80753 0.51601 -1.68421  0.097
H: -1.55494 -0.58063 1.65366  0.117
H: -0.06314 -1.56865 1.29007  0.119
H: -0.29509 1.58135 1.33440  0.141
H: 1.97720 1.36315 0.50152  0.108

## Properties
SMILES: C[C@@]1(O)C[C@H]1O
Frontier orbital gap (Ha): 0.3614
Highest occupied orbital energy (Eh): -0.333
Relative energy (zero: lowest compared OMol25 entry of this formula, charge and spin) (kJ/mol): 231.2
Total energy (eV): -8370.886
E_LUMO (eV): 0.8



Entry 2:
A 11-piece molecular cluster, C47H117N7O11 overall in a non-equilibrium geometry, computed with the ωB97M-V functional and the def2-TZVPD basis.

Last column: Löwdin charge in e.
Positions of all 182 atoms, in Å:
C: 6.89377 0.47259 -0.60628  -0.041
C: 7.27830 -1.01296 -0.85793  -0.455
C: 6.06460 -1.71495 -1.57098  -0.029
C: 8.52297 -1.07166 -1.79894  -0.146
C: 9.31162 -2.38054 -1.74568  -0.177
C: 9.72464 -2.60192 -0.26889  -0.166
C: 8.53083 -2.75255 0.65443  -0.445
C: 7.87517 -4.22973 0.42407  0.000
C: 9.07470 -2.60504 2.14166  -0.035
N: 7.63657 -1.56626 0.49095  -0.124
O: 6.54001 -1.60772 1.36396  -0.021
H: 5.99030 0.60394 -0.01080  0.078
H: 7.78404 0.97494 -0.22794  0.083
H: 6.63429 0.93168 -1.56024  0.075
H: 6.26575 -2.71746 -1.94861  0.065
H: 5.23310 -1.96001 -0.91017  0.074
H: 5.74430 -1.02827 -2.35454  0.076
H: 8.18632 -0.99251 -2.83262  0.115
H: 9.34133 -0.36071 -1.68515  0.114
H: 8.57011 -3.10616 -2.07994  0.099
H: 10.21244 -2.39849 -2.35910  0.113
H: 10.29850 -1.70849 -0.02276  0.114
H: 10.41500 -3.43268 -0.12287  0.115
H: 7.07244 -4.27157 -0.31212  0.057
H: 7.40886 -4.48901 1.37455  0.065
H: 8.59425 -4.97717 0.08887  0.072
H: 9.93355 -3.24713 2.33710  0.077
H: 8.27013 -2.78634 2.85431  0.069
H: 9.45687 -1.58926 2.24287  0.077
H: 6.67806 -0.85945 1.94932  0.102
C: 0.02797 -8.18505 2.74241  -0.041
C: -0.48895 -7.51667 4.01466  -0.482
C: -1.85340 -8.05967 4.33407  -0.058
C: 0.52546 -7.89286 5.21549  -0.112
C: 1.79814 -7.05357 5.28102  -0.202
C: 1.48583 -5.56969 5.12439  -0.154
C: 0.63177 -5.16106 3.89992  -0.467
C: 0.22047 -3.65513 4.22236  -0.025
C: 1.44360 -5.30427 2.58824  -0.033
N: -0.57623 -6.03009 3.87387  -0.088
O: -1.46313 -5.65663 2.79852  -0.028
H: 1.11559 -8.20634 2.67366  0.069
H: -0.33957 -9.21047 2.70344  0.081
H: -0.43399 -7.68811 1.88933  0.085
H: -1.91223 -9.13806 4.48139  0.088
H: -2.25711 -7.55027 5.20907  0.085
H: -2.57785 -7.82235 3.55499  0.079
H: 0.12776 -7.70771 6.21332  0.112
H: 0.94591 -8.89197 5.10103  0.114
H: 2.33257 -7.23036 6.21442  0.112
H: 2.41492 -7.37222 4.44069  0.098
H: 2.43557 -5.03645 5.16620  0.120
H: 0.86152 -5.20464 5.93991  0.110
H: 1.04903 -3.02616 4.54792  0.078
H: -0.44023 -3.72580 5.08641  0.073
H: -0.33437 -3.20093 3.40142  0.071
H: 2.12704 -4.46426 2.46413  0.078
H: 0.83106 -5.12591 1.70446  0.074
H: 1.94927 -6.24918 2.38944  0.065
H: -2.26098 -5.34302 3.23059  0.098
C: -1.87614 4.57634 -7.25085  -0.029
C: -2.84364 5.60363 -6.52441  -0.469
C: -2.21946 7.00253 -6.39311  -0.027
C: -4.15258 5.64753 -7.34760  -0.151
C: -5.36296 6.24134 -6.64545  -0.175
C: -5.64826 5.31861 -5.44879  -0.121
C: -4.41590 5.17385 -4.44235  -0.466
C: -4.34642 6.41038 -3.55832  -0.038
C: -4.58749 3.96782 -3.49073  -0.046
N: -3.15060 4.93568 -5.22399  -0.137
O: -2.00748 4.70463 -4.48007  -0.021
H: -0.91445 4.64385 -6.74224  0.067
H: -2.13485 3.51812 -7.21444  0.083
H: -1.66949 4.78698 -8.30015  0.080
H: -1.31432 6.76556 -5.83394  0.076
H: -1.98500 7.52086 -7.32287  0.084
H: -2.77478 7.73706 -5.80986  0.066
H: -3.91210 6.38178 -8.11647  0.113
H: -4.42469 4.66945 -7.74435  0.121
H: -5.16668 7.28440 -6.39725  0.109
H: -6.27817 6.21490 -7.23689  0.109
H: -6.01707 4.33568 -5.74195  0.111
H: -6.44474 5.63990 -4.77759  0.104
H: -5.31844 6.75451 -3.20497  0.086
H: -3.87979 7.22724 -4.10886  0.064
H: -3.66883 6.17506 -2.73759  0.076
H: -4.51561 3.01188 -4.00948  0.078
H: -5.53056 3.91650 -2.94661  0.082
H: -3.84894 3.97380 -2.68909  0.071
H: -1.79624 3.81710 -4.77886  0.099
C: 0.80883 0.52912 8.36440  -0.130
O: 0.83946 1.41606 7.29561  -0.170
C: 2.11246 1.97403 7.13533  -0.214
C: 2.11570 3.23785 6.20181  -0.428
C: 1.73027 2.93121 4.76474  -0.075
N: 3.48092 3.79888 6.12392  0.029
H: 0.90131 1.08466 9.29763  0.089
H: 1.57313 -0.24621 8.31119  0.089
H: -0.12126 -0.03924 8.36630  0.090
H: 2.38751 2.25653 8.15152  0.109
H: 2.94551 1.34194 6.82780  0.127
H: 1.35240 3.93008 6.55718  0.130
H: 0.65526 2.75533 4.80371  0.078
H: 2.33791 2.09881 4.40981  0.081
H: 1.95712 3.78036 4.12008  0.069
H: 3.37059 4.73552 5.76249  0.068
H: 3.80888 3.84242 7.07820  0.061
C: 1.10284 8.28901 1.26152  -0.059
O: 0.71361 8.21061 -0.17208  -0.214
C: 1.46142 7.46517 -1.12865  -0.203
C: 1.51934 5.99048 -0.71989  -0.432
C: 2.35970 5.05731 -1.71121  -0.036
N: 0.19932 5.44884 -0.52197  0.040
H: 0.82164 9.28070 1.61589  0.079
H: 2.17351 8.17891 1.43376  0.083
H: 0.54482 7.58884 1.88319  0.076
H: 0.95521 7.53564 -2.09140  0.129
H: 2.47933 7.84531 -1.21497  0.118
H: 1.97970 5.97623 0.26802  0.119
H: 1.81921 4.64416 -2.56284  0.065
H: 2.74537 4.23565 -1.10769  0.063
H: 3.24103 5.55366 -2.11740  0.063
H: -0.32838 5.47494 -1.38275  0.070
H: -0.28696 6.18718 -0.03361  0.053
C: -6.91507 -4.38371 4.67012  -0.120
O: -5.78650 -3.56727 4.35951  -0.191
C: -5.85749 -2.15263 4.73549  -0.181
C: -6.35646 -1.29562 3.59037  -0.414
C: -5.34822 -1.17444 2.35503  -0.052
N: -6.56986 0.08349 3.96689  0.022
H: -6.63483 -5.43437 4.59474  0.081
H: -7.80148 -4.19239 4.06533  0.081
H: -7.22336 -4.40367 5.71542  0.078
H: -6.42739 -1.95262 5.64286  0.117
H: -4.82386 -1.91795 4.98973  0.123
H: -7.28882 -1.75646 3.26414  0.129
H: -5.35062 -2.12474 1.82115  0.063
H: -4.27448 -1.06453 2.50703  0.068
H: -5.59549 -0.37821 1.65291  0.068
H: -6.83216 0.12999 4.94113  0.062
H: -5.73558 0.64512 3.87391  0.068
C: -6.04745 -0.82839 -7.13194  -0.123
O: -5.40266 -1.98029 -6.63698  -0.192
C: -4.98283 -1.79167 -5.24452  -0.195
C: -4.06527 -2.87665 -4.66637  -0.416
C: -3.79639 -2.85540 -3.12869  -0.047
N: -2.80304 -2.91984 -5.42828  0.035
H: -7.07400 -0.85636 -6.76655  0.086
H: -5.89922 -0.83327 -8.21181  0.090
H: -5.61980 0.10020 -6.75386  0.075
H: -4.50157 -0.83225 -5.05475  0.117
H: -5.90189 -1.80848 -4.65872  0.120
H: -4.63350 -3.76871 -4.92994  0.131
H: -3.04172 -3.59745 -2.86807  0.067
H: -4.71275 -3.23585 -2.67742  0.069
H: -3.49808 -1.89747 -2.70267  0.071
H: -2.41346 -1.99173 -5.51151  0.060
H: -3.04040 -3.11949 -6.38948  0.061
C: 0.03986 0.25877 0.07713  -0.166
O: -0.31896 1.14954 -0.93602  -0.137
H: -0.00163 0.67397 1.08410  0.080
H: -0.74570 -0.48239 -0.07013  0.080
H: 1.04505 -0.06974 -0.18703  0.077
H: -0.14800 2.03616 -0.60999  0.065
C: 1.25068 -4.77917 -2.80678  -0.161
O: 1.13397 -5.05594 -4.20807  -0.124
H: 0.89671 -5.67096 -2.28956  0.072
H: 2.29896 -4.65565 -2.53483  0.068
H: 0.75690 -3.88611 -2.42375  0.072
H: 0.35097 -4.59309 -4.51513  0.062
C: 1.20780 -0.17704 -5.05436  -0.166
O: -0.10909 0.06822 -4.61871  -0.127
H: 1.46783 -1.20951 -4.82093  0.074
H: 1.32273 0.12219 -6.09616  0.080
H: 1.92454 0.43635 -4.50834  0.072
H: -0.06179 0.25799 -3.67884  0.056
C: -3.30035 4.78833 2.75302  -0.139
O: -3.47158 5.07453 4.16747  -0.138
H: -2.81525 3.82275 2.61011  0.078
H: -4.28536 4.71002 2.29288  0.067
H: -2.87021 5.65436 2.24996  0.069
H: -3.79114 5.97716 4.23624  0.063

## Properties
SMILES: CC1(C)CCCC(C)(C)N1O.CC1(C)CCCC(C)(C)N1O.CC1(C)CCCC(C)(C)N1O.COC[C@H](C)N.COC[C@H](C)N.COC[C@H](C)N.COC[C@H](C)N.CO.CO.CO.CO
Frontier orbital gap (Ha): 0.3026
Highest occupied orbital energy (Eh): -0.296
Relative energy (zero: lowest compared OMol25 entry of this formula, charge and spin) (kJ/mol): 237.3
Total energy (eV): -83578.351
E_LUMO (eV): 0.2



Entry 3:
C24H66N5NaO7 as an isolated structure in a non-equilibrium geometry, computed with the ωB97M-V functional and the def2-TZVPD basis.

Last column: Löwdin charge in e.
Positions of all 103 atoms, in Å:
Na: 4.86329 -4.67786 -30.60122  0.787
C: 3.64008 -7.99269 -25.52224  -0.133
C: 3.39267 -6.59999 -26.10795  -0.557
O: 4.51437 -5.93222 -26.58276  -0.393
H: 4.59611 -7.96145 -24.99961  0.054
H: 3.75755 -8.74061 -26.30640  0.045
H: 2.87958 -8.42970 -24.87512  0.046
H: 2.92506 -5.94694 -25.37109  0.066
H: 2.62590 -6.70357 -26.87570  0.060
C: -1.74872 -12.46757 -27.36577  -0.062
C: -2.08159 -12.65505 -25.88419  -0.456
C: -1.12213 -11.88855 -24.91868  -0.206
O: -1.38969 -12.19483 -23.55311  -0.187
C: -0.81091 -11.24882 -22.64605  -0.108
N: -3.45125 -12.37858 -25.63754  0.031
H: -2.47074 -13.09797 -27.88480  0.073
H: -0.74498 -12.81040 -27.61690  0.076
H: -1.93194 -11.46945 -27.76363  0.074
H: -1.94928 -13.69967 -25.60250  0.136
H: -1.17619 -10.81811 -25.11700  0.116
H: -0.07487 -12.10941 -25.12497  0.120
H: 0.27564 -11.24107 -22.55978  0.083
H: -1.12261 -11.40673 -21.61357  0.081
H: -1.15360 -10.24269 -22.88764  0.082
H: -3.74191 -12.54287 -24.68432  0.073
H: -3.66093 -11.40059 -25.77777  0.074
C: -6.46153 -1.18278 -23.46232  -0.065
C: -5.55552 -2.04095 -22.56682  -0.462
C: -4.08185 -1.83101 -22.98177  -0.216
O: -3.92424 -2.31673 -24.30100  -0.180
C: -2.57412 -2.35701 -24.73126  -0.112
N: -5.79382 -1.60336 -21.22407  0.031
H: -6.34162 -0.12558 -23.22557  0.083
H: -7.46859 -1.58349 -23.34677  0.071
H: -6.39896 -1.21865 -24.54993  0.072
H: -5.72850 -3.11156 -22.67621  0.136
H: -3.41605 -2.27350 -22.24082  0.119
H: -3.85362 -0.76653 -22.92801  0.124
H: -2.14244 -1.36118 -24.83165  0.083
H: -2.58715 -2.75126 -25.74738  0.085
H: -1.89001 -2.97201 -24.14656  0.085
H: -5.28865 -2.30095 -20.69656  0.072
H: -6.75667 -1.86567 -21.06847  0.074
C: -0.09075 -5.67472 -31.51095  -0.063
C: 0.12739 -7.07309 -32.04279  -0.495
C: -0.98455 -7.63305 -32.88604  -0.246
O: -0.73032 -8.96355 -33.21184  -0.180
C: -1.81618 -9.56611 -33.93576  -0.086
N: 1.38347 -7.00989 -32.73534  0.047
H: -1.08853 -5.57105 -31.08458  0.082
H: -0.11125 -4.97527 -32.34668  0.076
H: 0.72320 -5.41032 -30.83591  0.077
H: 0.18561 -7.75537 -31.19473  0.147
H: -1.17606 -6.97879 -33.73655  0.135
H: -1.84909 -7.67084 -32.22329  0.130
H: -1.64802 -10.63564 -33.80956  0.085
H: -1.59954 -9.39602 -34.99039  0.087
H: -2.86283 -9.42368 -33.66681  0.092
H: 1.05052 -6.43927 -33.49930  0.067
H: 1.34404 -7.95505 -33.08921  0.067
C: 11.50561 -8.97823 -25.44142  -0.080
C: 9.99017 -9.21346 -25.35612  -0.406
C: 9.58299 -9.97264 -24.06729  -0.236
O: 9.64181 -9.23355 -22.90501  -0.159
C: 9.28380 -10.02163 -21.79683  -0.119
N: 9.38221 -7.87630 -25.55304  0.036
H: 12.06908 -9.88887 -25.64472  0.070
H: 11.95394 -8.53737 -24.55105  0.078
H: 11.73373 -8.27846 -26.24540  0.066
H: 9.76191 -9.79677 -26.24817  0.123
H: 10.28242 -10.80684 -24.01240  0.117
H: 8.58716 -10.40481 -24.16549  0.121
H: 9.73354 -11.01430 -21.77557  0.082
H: 8.21621 -10.10138 -21.59188  0.091
H: 9.82920 -9.55752 -20.97511  0.089
H: 8.38759 -8.04305 -25.60805  0.068
H: 9.61416 -7.62021 -26.50210  0.057
C: 2.93658 -0.49873 -22.66711  -0.071
C: 3.68055 -1.43923 -21.71481  -0.430
C: 2.63050 -2.22768 -20.87457  -0.195
O: 3.34522 -3.14471 -20.04574  -0.225
C: 2.67720 -4.18221 -19.42293  -0.118
N: 4.63028 -2.30870 -22.44478  0.056
H: 2.09807 -0.03606 -22.14659  0.072
H: 2.59093 -1.08140 -23.52100  0.076
H: 3.67710 0.24764 -22.95462  0.075
H: 4.18405 -0.82891 -20.96507  0.132
H: 1.90287 -2.77787 -21.47117  0.119
H: 2.06459 -1.53352 -20.25330  0.118
H: 3.41826 -4.81216 -18.93089  0.093
H: 2.10771 -4.63258 -20.23592  0.087
H: 2.01805 -3.77322 -18.65720  0.082
H: 4.04510 -2.94477 -22.96734  0.069
H: 4.98411 -2.90813 -21.71294  0.059
C: 7.44845 -11.87078 -31.00951  -0.082
C: 7.20105 -10.40850 -30.65194  -0.334
O: 8.20630 -9.63481 -31.24983  -0.082
H: 8.13493 -12.30148 -30.28058  0.069
H: 7.79953 -12.06545 -32.02289  0.077
H: 6.53432 -12.45274 -30.89209  0.069
H: 7.11049 -10.16040 -29.59442  0.111
H: 6.22208 -10.16358 -31.06394  0.098
H: 8.07541 -8.68813 -31.15894  0.077

## Properties
Frontier orbital gap (Ha): 0.1282
Highest occupied orbital energy (Eh): -0.206
Relative energy (zero: lowest compared OMol25 entry of this formula, charge and spin) (kJ/mol): 471.2
Total energy (eV): -52149.058
E_LUMO (eV): -2.1